(i)
One molecule with the formula C4H8N2O. Source: the Open Molecules 2025 dataset; level of theory: wB97M-V/def2-TZVPD.

Results
<S²>   2.017
Spin multiplicity   3
Lowest unoccupied orbital energy (spin up / spin down)   1.06 / -0.91 eV
Orbital gap (spin up / spin down)   8.0 / 7.9 eV

Geometry as XYZ:
```
15
Properties=species:S:1:pos:R:3:nbo_charge:R:1
C 1.865 0.096 -0.387 0.39
C 0.399 1.695 0.517 0.16
C -0.647 1.081 1.561 -0.70
C -0.946 -1.722 -1.311 -0.48
N 1.022 -0.816 -0.601 -0.35
N -0.287 -0.808 -0.438 -0.16
O 1.631 1.310 0.246 -0.51
H 2.958 -0.240 -0.424 0.20
H 0.183 2.773 0.363 0.14
H -0.413 0.023 1.765 0.24
H -1.605 1.002 1.021 0.23
H -0.679 1.872 2.314 0.22
H -1.990 -1.510 -1.640 0.22
H -0.365 -2.084 -2.210 0.20
H -1.126 -2.672 -0.777 0.22
```

=====

(ii)
One molecule with the formula C4H8N2O. Source: the Open Molecules 2025 dataset; level of theory: wB97M-V/def2-TZVPD.

Results
<S²>   2.009
Spin multiplicity   3
Lowest unoccupied orbital energy (spin up / spin down)   0.87 / -2.55 eV
Orbital gap (spin up / spin down)   5.4 / 8.2 eV

Geometry as XYZ:
```
15
Properties=species:S:1:pos:R:3:nbo_charge:R:1
C 2.568 -0.316 -0.155 0.44
C -0.657 -1.295 0.139 -0.61
C -0.754 0.040 -0.598 -0.42
C 0.346 1.029 -0.126 -0.31
N 2.881 0.953 0.368 -0.28
N 1.849 0.704 -0.650 -0.10
O 2.857 -1.402 -0.209 -0.47
H -0.066 -2.132 -0.308 0.22
H -0.208 -1.001 1.063 0.20
H -1.596 -1.665 0.239 0.21
H -1.639 0.525 -0.219 0.22
H -0.698 0.021 -1.668 0.21
H 0.134 2.018 -0.680 0.21
H 0.294 1.310 1.020 0.19
H 2.330 1.126 1.293 0.28
```

=====

(i) ends up most stable, edging out the next structure by 56.7 kcal/mol.